1.
C4H3CeFO5 | ωB97M-V/def2-TZVPD

Results
LUMO level (spin up / spin down) ... -11.85 / -11.81 eV
Total charge ... +2
<S²> ... 2.0011
Multiplicity ... 3
HOMO-LUMO gap (spin up / spin down) ... 0.085 / 0.203 hartree
ΔE to the lowest compared entry with this formula, charge and spin ... 0.00 kJ/mol

Element x y z (Å)
C -0.94 1.50 0.67
C 0.20 1.87 1.60
F -0.80 2.21 -0.48
H -1.92 1.77 1.10
H 1.14 1.99 1.05
H -0.06 2.81 2.10
O 0.31 0.85 2.60
C 1.51 0.51 3.04
O 1.77 -0.39 3.76
O -1.05 0.13 0.42
Ce 0.70 -1.37 -2.93
O -0.15 -1.54 -0.55
O -1.46 -0.32 -1.82
C -0.95 -0.57 -0.70

2.
C4H3Cl2F2O2 | ωB97M-V/def2-TZVPD

Results
LUMO level (spin up / spin down) ... 3.40 / 1.63 eV
Total charge ... -1
<S²> ... 2.0071
Multiplicity ... 3
HOMO-LUMO gap (spin up / spin down) ... 0.207 / 0.228 hartree

Element x y z (Å)
C 1.60 -2.09 -0.43
C -0.03 -0.07 -0.10
C 0.90 -0.76 -1.04
C 2.64 0.68 -1.08
O 1.45 -3.08 -1.13
O 2.11 -1.89 0.66
F 2.25 1.74 -1.85
F 3.68 0.12 -1.71
Cl 0.38 -0.81 -2.66
Cl 3.07 1.22 0.51
H 0.53 0.27 0.77
H -0.55 0.77 -0.57
H -0.78 -0.79 0.25